Below is 2 unconnected molecules or ions with the total composition C20H27N3O5 in a non-equilibrium geometry, with properties calculated with ωB97M-V with the def2-TZVPD basis set.

Element x y z (Å)
H: 3.271348 -2.097528 -1.919436
H: 1.964215 3.903559 -1.200454
H: -2.098851 1.852605 -1.379447
O: -4.623420 -0.526353 -1.048060
N: -3.577387 0.729012 0.381223
H: -2.973444 1.453878 2.313168
O: 1.653856 1.158096 2.229239
C: 3.186968 2.619549 -0.049796
H: -2.570146 -0.341255 2.043505
C: 2.409889 0.468433 1.184353
C: 2.054407 -3.178123 0.801883
H: -1.617443 -3.283145 -0.511170
H: -2.267525 3.402060 -1.113455
H: -3.753595 -3.414984 0.548233
C: -1.288918 2.587368 0.523601
C: -3.956801 -0.494866 -0.133290
C: 2.753635 -0.890260 1.276484
H: 3.975523 2.980426 -0.141935
C: 3.700983 -1.002900 -0.217165
H: -2.828036 -4.174427 -1.541737
H: 0.614887 -1.783366 1.381118
H: 2.839276 2.891933 1.114077
H: 1.323276 -0.597845 -1.160796
H: -1.607458 3.280100 1.187443
C: -2.623738 -3.137060 -1.084600
C: 1.560246 -1.828933 0.841893
H: 3.451002 -4.277856 -0.177735
N: -0.010361 2.920809 -0.108867
H: -4.256985 1.738029 -0.930969
C: -3.601109 1.885711 -0.102076
H: -0.639488 1.223800 1.867206
H: 0.373380 3.572947 0.525637
O: 4.543876 0.377323 -1.487923
C: 1.444254 -1.700832 -0.688222
H: -4.687359 -2.688016 -0.791753
H: 0.788007 -2.073650 -1.143929
N: 3.108782 1.132010 0.364245
H: -2.388344 -2.315242 -2.039192
O: -3.490783 -1.715308 0.303032
H: -4.058477 2.800913 0.478827
H: 3.102282 -1.275101 2.355223
C: 0.673860 2.231046 -0.752341
C: -3.647875 -2.770659 -0.220173
C: -2.683948 0.725921 1.519243
C: 2.832459 -2.158740 -0.806438
H: 1.774945 -4.021920 1.498220
H: 2.370578 2.509229 -1.817954
H: -0.865822 0.216860 0.280839
C: -2.430016 2.534174 -0.733265
C: -1.298642 1.313614 1.156176
C: 2.086729 2.808723 -1.048308
O: 0.410897 1.093011 -1.394497
C: 2.898782 -3.477797 -0.107987
C: 3.956062 0.240155 -0.553707
H: 4.721574 -1.425123 0.231823

Forces on the atoms, in the same order (eV/Å):
H -1.2192 -0.8487 1.7572
H 0.0208 -0.3627 0.1350
H 2.0891 -2.7116 -2.7434
O -5.3174 0.2242 -6.6577
N 3.6295 -9.3234 8.2485
H -1.0735 -0.6054 -0.3194
O 3.3043 -3.2877 -5.6998
C -16.2089 -7.2816 8.2243
H -0.2376 2.4724 -1.3782
C -4.8296 5.2960 9.3676
C -1.6902 -5.0593 5.3127
H -1.5468 0.4922 -0.9764
H -0.9167 5.9317 -2.4264
H -0.6226 -3.3101 2.1993
C -1.7667 -2.0871 -6.5902
C 3.0377 -0.1075 2.1022
C 0.2059 -4.1400 -0.6620
H 13.0330 4.9156 -2.1992
C -0.7797 -10.9093 10.4184
H 0.3042 1.6260 0.3925
H 0.2129 0.6599 0.3155
H 0.5016 0.6236 -2.9330
H 0.5546 -1.9824 1.6705
H -0.5925 2.8600 1.8981
C 5.6710 -1.8073 -5.4320
C -2.0115 1.1959 -0.0584
H 2.8314 -4.0211 -0.8958
N -8.9466 6.9636 9.1526
H -1.2803 0.7864 -1.0236
C -4.8293 10.7977 -5.5992
H 3.4488 -0.5557 4.2315
H 1.3786 1.1297 -0.0625
O 5.8174 5.0651 -8.3056
C 8.7638 10.1430 5.3436
H 1.5038 -1.0386 0.5628
H -9.4768 -6.8935 -6.0248
N 5.6198 2.9042 -6.6489
H -0.8242 -2.3697 2.8381
O 3.8803 15.8279 9.5771
H -0.0079 -2.1142 0.0953
H -0.3187 1.3139 -2.6142
C 8.9279 -10.8418 -10.4150
C -7.3287 -7.4771 -6.8653
C 1.8369 -1.0341 2.9078
C 4.7644 1.4298 -7.8201
H 0.0254 1.3669 -0.0541
H 4.1473 -5.1988 -12.4083
H -0.9400 3.7240 2.2348
C 2.8578 -4.1708 6.9394
C -2.1106 -7.1577 -5.1132
C -4.3478 6.3011 11.0929
O 0.2847 4.3230 2.3038
C -1.1240 5.3232 -1.2848
C -6.4487 2.4772 5.2388
H -1.8566 0.5230 -1.3488

2S+1 = 1
net charge = 0
Kohn-Sham gap = 9.47 eV
lowest unoccupied orbital energy = 0.53 eV
energy above the lowest of the compared OMol25 structures with the same formula, charge and spin = 529.2 kcal per mole

Results of the natural (NBO) charge analysis, in e, for atoms 1 through 8:
1. H 0.2178
2. H 0.1994
3. H 0.2118
4. O -0.5986
5. N -0.4715
6. H 0.1784
7. O -0.7589
8. C -0.1407